Computed, not measured: a structure of composition C19H58Ag3N12O11 at a distorted geometry, with the ωB97M-V functional and the def2-TZVPD basis.

Output
* highest occupied orbital energy (spin up / spin down): -12.39 / -12.39 eV
* multiplicity: 2
* orbital gap (spin up / spin down): 0.1792 / 0.0936 Ha
* charge: +2

Last column: Löwdin spin population.
Cartesian coordinates (Å):
Ag: -0.17 0.02 4.55  0.000
Ag: 0.50 2.80 2.60  0.004
Ag: -0.85 4.02 -0.74  0.051
O: -0.62 0.41 2.22  0.039
C: 0.44 0.18 1.29  0.045
C: 0.57 1.03 -0.06  0.078
O: 0.88 2.46 -0.06  0.688
H: 0.27 -0.87 1.03  0.002
H: 1.36 0.23 1.86  0.005
H: -0.40 0.86 -0.52  0.046
H: 1.25 0.47 -0.70  0.001
C: -0.73 -4.69 -4.46  0.000
C: -1.52 -3.65 -5.20  0.000
C: -0.78 -2.28 -5.17  0.000
O: -0.75 -1.66 -3.92  0.000
C: -0.01 -0.44 -3.86  0.000
N: -1.50 -4.20 -6.58  0.000
H: -0.28 -4.31 -3.54  0.000
H: 0.10 -5.14 -5.00  0.000
H: -1.38 -5.57 -4.39  0.000
H: -2.48 -3.55 -4.69  0.000
H: -1.21 -1.63 -5.92  0.000
H: 0.22 -2.50 -5.54  0.000
H: -0.33 0.38 -4.51  0.000
H: 1.02 -0.58 -4.16  0.000
H: 0.05 -0.05 -2.84  0.000
H: -0.55 -4.17 -6.92  0.000
H: -1.72 -5.18 -6.56  0.000
C: -4.20 4.18 0.47  0.000
C: -3.46 2.91 0.76  0.000
C: -3.29 2.05 -0.54  0.001
O: -2.57 2.68 -1.60  0.004
C: -2.73 2.07 -2.84  0.001
N: -2.15 3.15 1.43  0.005
H: -4.36 4.84 1.33  0.000
H: -5.20 4.00 0.09  0.000
H: -3.64 4.81 -0.22  0.000
H: -4.11 2.46 1.51  0.000
H: -4.29 1.70 -0.80  0.000
H: -2.74 1.17 -0.21  0.001
H: -2.23 1.11 -2.97  0.000
H: -2.21 2.74 -3.51  0.000
H: -3.73 1.86 -3.22  0.000
H: -2.35 3.53 2.35  0.000
H: -1.79 2.23 1.68  0.000
C: 2.63 3.12 -4.67  0.000
C: 2.11 2.43 -3.43  0.000
O: 2.78 2.90 -2.28  -0.002
H: 3.65 3.51 -4.66  0.000
H: 1.99 4.00 -4.79  0.000
H: 2.60 2.50 -5.57  0.000
H: 2.03 1.34 -3.49  0.000
H: 1.07 2.68 -3.19  0.000
H: 2.29 2.49 -1.56  -0.001
C: -0.88 -2.94 -0.76  0.000
C: -2.17 -2.64 -1.45  0.000
O: -3.22 -3.00 -0.63  0.000
H: -0.93 -2.80 0.32  0.000
H: 0.01 -2.44 -1.14  0.000
H: -0.56 -3.96 -0.95  0.000
H: -2.29 -3.03 -2.46  0.000
H: -2.33 -1.56 -1.41  0.000
H: -3.92 -3.24 -1.24  0.000
C: 2.56 2.15 5.06  0.000
O: 1.98 1.73 4.12  0.000
N: 3.52 1.52 5.66  0.000
N: 2.47 3.33 5.50  0.000
H: 3.84 1.82 6.57  0.000
H: 3.63 0.60 5.26  0.000
H: 1.76 3.85 5.00  0.000
H: 3.00 3.60 6.32  0.000
C: 4.74 -1.15 3.91  0.000
O: 4.26 -1.34 5.03  0.000
N: 5.98 -1.42 3.54  0.000
N: 4.11 -0.72 2.83  0.000
H: 6.60 -1.91 4.17  0.000
H: 6.36 -1.34 2.61  0.000
H: 3.14 -0.43 2.89  0.000
H: 4.64 -0.80 1.97  0.000
C: 4.88 2.13 0.91  0.001
O: 5.95 2.34 1.45  0.010
N: 4.74 1.53 -0.22  0.000
N: 3.76 2.61 1.26  0.014
H: 5.57 1.21 -0.71  0.000
H: 3.86 1.21 -0.60  0.000
H: 3.61 3.17 2.09  0.000
H: 3.06 2.62 0.53  0.002
C: -4.26 -0.90 2.07  0.000
O: -5.37 -1.36 2.02  0.000
N: -3.91 0.03 2.86  0.000
N: -3.17 -1.35 1.50  0.000
H: -4.67 0.32 3.47  0.000
H: -2.99 0.44 2.88  0.000
H: -2.36 -0.79 1.75  0.000
H: -3.15 -2.11 0.85  0.000
C: -0.84 -4.11 3.34  0.000
O: -0.11 -4.91 2.69  0.000
N: -0.97 -2.83 3.08  0.000
N: -1.65 -4.38 4.34  0.000
H: -1.57 -2.21 3.61  0.000
H: -0.45 -2.50 2.28  0.000
H: -1.80 -5.31 4.71  0.000
H: -1.95 -3.56 4.86  0.000